Density functional theory data (the ωB97M-V functional and the def2-TZVPD basis) for C17H25ClOZr as an isolated structure at a distorted geometry.

Output
Charge: +2
HOMO-LUMO gap, eV: 6.46
Electronic energy, eV: -33870.5972
ΔE to the lowest compared entry with this formula, charge and spin, kcal per mole: 0.0

Atoms and positions in Å:
C1 0.263 0.821 -6.712
C2 1.639 1.380 -7.081
C3 0.038 -0.520 -7.414
C4 -0.828 1.813 -7.122
Cl1 0.190 0.565 -4.913
H1 0.084 -0.368 -8.497
H2 -0.949 -0.930 -7.166
H3 0.815 -1.242 -7.136
H4 1.684 1.531 -8.163
H5 2.435 0.680 -6.799
H6 1.812 2.347 -6.592
H7 -0.783 1.965 -8.204
H8 -0.678 2.784 -6.633
H9 -1.823 1.426 -6.871
C5 1.910 -1.534 1.064
C6 0.970 -2.254 0.238
C7 1.068 -1.720 -1.093
H10 0.430 -3.151 0.522
C8 1.990 -0.608 -1.060
C9 2.498 -0.495 0.266
H11 3.251 0.211 0.617
H12 2.265 -1.871 2.037
H13 0.619 -2.147 -2.001
H14 2.303 -0.042 -1.952
C10 -2.264 1.065 0.514
C11 -2.350 -0.153 1.260
C12 -2.073 -1.250 0.371
H15 -2.769 -0.255 2.258
C13 -1.926 -0.706 -0.949
C14 -2.014 0.739 -0.845
H16 -2.007 1.421 -1.708
H17 -2.439 2.054 0.923
H18 -2.189 -2.298 0.609
H19 -1.904 -1.270 -1.890
Zr1 0.003 -0.114 0.337
C15 -0.165 -1.060 4.117
C16 0.135 0.272 3.562
C17 0.287 1.501 4.369
O1 0.183 0.381 2.291
H20 -0.212 -1.008 5.201
H21 0.580 -1.820 3.835
H22 -1.141 -1.405 3.738
H23 1.253 2.008 4.226
H24 -0.526 2.212 4.142
H25 0.197 1.219 5.419